# 1
This record from the Open Molecules 2025 dataset describes a cluster of 6 separate species, C6H19O7 in total. The level of theory is ωB97M-V/def2-TZVPD.

```
! wB97M-V def2-TZVPD RIJCOSX def2/J DEFGRID3
* xyz -1 1
O 1.1211 1.0204 1.0933
C 0.7556 -0.1739 0.9194
O 1.2732 -0.9989 0.1349
C -0.1912 -0.7701 1.9487
C -1.6517 -0.4930 1.4947
C -1.9941 -1.0119 0.1088
C -2.1506 -0.0673 -0.8139
C -2.3454 -2.4616 -0.0678
H -0.0341 -0.4280 2.9812
H 0.0071 -1.8377 2.1381
H -1.7155 0.5979 1.5361
H -2.3345 -0.9180 2.2293
H -1.8876 0.9797 -0.8281
H -2.6267 -0.2657 -1.7827
H -1.3901 -2.9209 -0.3697
H -3.2087 -2.6968 -0.6991
H -2.5712 -2.9537 0.8576
H -0.5537 -3.7503 -2.9788
H 0.0256 -2.4606 -3.6656
O -0.5781 -3.2099 -3.7762
H 2.9651 1.4847 -1.0890
H 2.2623 1.7356 0.2903
O 2.9487 2.0914 -0.3488
H 0.7418 3.2478 -0.9555
H 0.1582 2.7999 0.3613
O -0.1067 3.1488 -0.5026
H -0.1169 -0.3922 -2.3685
H 1.0272 -0.7565 -1.5447
O 0.7814 -0.7137 -2.5102
H 1.1250 2.0928 3.6932
H 1.1710 2.4105 2.2700
O 1.1425 2.8781 3.1351
*
```

Relative energy (zero: lowest compared OMol25 entry of this formula, charge and spin) in kcal/mol: 0.00
Frontier orbital gap in eV: 9.32
LUMO in eV: 3.136
E_HOMO in eV: -6.18
Energy in eV: -20865.198



# 2
This record from the Open Molecules 2025 dataset describes a structure of composition C6H20ClI2OP2Pt. The level of theory is ωB97M-V/def2-TZVPD.

```
! wB97M-V def2-TZVPD RIJCOSX def2/J DEFGRID3
* xyz 3 5
I 0.2543 1.5229 -3.8645
I -0.4234 3.2081 -1.8359
Pt -0.0113 -0.0147 -0.1450
P -2.2299 0.1791 -0.0077
C -3.0156 1.2277 1.2174
C -2.8566 0.5095 -1.6483
H -3.9394 0.3788 -1.6250
H -3.8229 -1.5379 0.4056
H -2.3974 -0.1789 -2.3634
H -2.2850 -2.2330 -0.1647
H -2.7586 2.2720 1.0072
H -2.5836 1.5389 -1.9145
C -2.7381 -1.4787 0.4868
H -4.0960 1.0651 1.1212
H -2.4670 -1.6575 1.5343
H -2.6852 0.9135 2.2179
P 2.2116 0.2042 -0.0011
C 2.9801 1.2676 1.2159
C 2.7659 -1.4465 0.4550
H 2.3798 -0.1547 -2.3520
H 3.9151 0.4199 -1.6298
H 2.5396 1.5566 -1.9102
C 2.8331 0.5396 -1.6400
H 2.3032 -2.2072 -0.1802
H 3.8441 -1.4958 0.3159
H 4.0615 1.1278 1.1194
H 2.6622 0.9542 2.2191
H 2.5538 -1.6367 1.5114
H 2.7065 2.3066 1.0055
Cl 0.0120 -1.7770 -1.6648
O 0.1587 -2.1302 2.5916
H -0.1177 -2.0532 1.6630
H 0.2463 -1.1901 2.8599
*
```

Relative energy (zero: lowest compared OMol25 entry of this formula, charge and spin) in kcal/mol: 24.40
Frontier orbital gap (alpha / beta) in eV: 6.02 / 5.13
LUMO (alpha / beta) in eV: -13.814 / -15.546
<S²>: 6.01
E_HOMO (alpha / beta) in eV: -19.83 / -20.68
Energy in eV: -59108.998



> Which value of relative energy (zero: lowest compared OMol25 entry of this formula, charge and spin) does entry 1 give?

0.00 kcal/mol